# 1
A 8-piece molecular cluster, C29H53Br2NO14S overall at a distorted geometry. Source: the OMol25 dataset; level of theory: the ωB97M-V functional and the def2-TZVPD basis.

Each atom is followed by the atoms it is bonded to, with distances in Å.
Geometry (Å):
1 C -0.4075 -1.3114 2.4486  C2 1.557, H20 1.127, H21 1.114, H22 1.127
2 C -1.5743 -2.1174 1.8063  C1 1.557, Br3 1.969, C4 1.359
3 Br -2.0392 -3.8575 2.6017  C2 1.969
4 C -2.2245 -1.6423 0.7110  C2 1.359, Br5 1.980, C6 1.527
5 Br -3.6601 -2.7730 -0.0504  C4 1.980
6 C -1.9537 -0.3272 -0.0163  C4 1.527, C7 1.488, C11 1.449
7 C -3.1007 0.2894 -0.7369  C6 1.488, C8 1.442, H23 1.115
8 C -2.9104 1.5083 -1.4836  C7 1.442, C9 1.487, H24 1.121
9 C -1.6066 2.2125 -1.6026  C8 1.487, C10 1.452, N19 1.433
10 C -0.5011 1.6177 -0.8727  C9 1.452, C11 1.474, S12 1.807
11 C -0.6874 0.3697 -0.1116  C6 1.449, C10 1.474, H25 1.111
12 S 1.1327 2.3897 -0.8817  C10 1.807, C13 1.810
13 C 0.8068 3.9920 -1.6569  S12 1.810, C14 1.474, C18 1.453
14 C 1.8705 5.0117 -1.6227  C13 1.474, C15 1.456, H26 1.120
15 C 1.7251 6.3139 -2.2570  C14 1.456, C16 1.465, H27 1.110
16 C 0.4569 6.5789 -2.9405  C15 1.465, C17 1.451, H28 1.113
17 C -0.6050 5.5899 -2.9361  C16 1.451, C18 1.483, H29 1.118
18 C -0.4704 4.2595 -2.2955  C13 1.453, C17 1.483, N19 1.442
19 N -1.6104 3.3857 -2.4258  C9 1.433, C18 1.442, H30 1.027
20 H 0.4631 -1.3880 1.7370  C1 1.127
21 H -0.6536 -0.2593 2.7189  C1 1.114
22 H -0.0755 -1.8800 3.3638  C1 1.127
23 H -4.1214 -0.1583 -0.7374  C7 1.115
24 H -3.7970 1.9257 -2.0285  C8 1.121
25 H 0.2062 -0.0420 0.4046  C11 1.111
26 H 2.8432 4.8197 -1.1012  C14 1.120
27 H 2.5102 7.0983 -2.2846  C15 1.110
28 H 0.2610 7.5316 -3.4823  C16 1.113
29 H -1.5582 5.8327 -3.4681  C17 1.118
30 H -2.4424 3.9464 -2.2056  N19 1.027
31 O 1.8246 3.9764 3.0926  C32 1.432, H35 0.965
32 C 2.3939 3.0644 4.0380  O31 1.432, C33 1.517, H36 1.091, H37 1.094
33 C 1.4880 1.8547 4.1746  C32 1.517, O34 1.424, H38 1.091, H39 1.097
34 O 1.3150 1.2331 2.9049  C33 1.424, H40 0.971
35 H 1.0347 4.3583 3.4950  O31 0.965
36 H 3.3708 2.7698 3.6519  C32 1.091
37 H 2.5275 3.5757 4.9963  C32 1.094
38 H 1.9087 1.1227 4.8657  C33 1.091
39 H 0.4953 2.1558 4.5328  C33 1.097
40 H 1.2559 1.9579 2.2613  O34 0.971
41 O 6.6609 -0.2638 1.6193  C42 1.432, H45 0.965
42 C 5.3299 -0.0141 1.1538  O41 1.432, C43 1.517, H46 1.091, H47 1.094
43 C 4.3821 0.0342 2.3368  C42 1.517, O44 1.425, H48 1.090, H49 1.098
44 O 4.7977 1.0430 3.2528  C43 1.425, H50 0.969
45 H 6.6900 -1.1735 1.9398  O41 0.965
46 H 5.3470 0.9468 0.6379  C42 1.091
47 H 5.0434 -0.7962 0.4450  C42 1.094
48 H 3.3634 0.2552 2.0172  C43 1.090
49 H 4.3891 -0.9220 2.8754  C43 1.098
50 H 5.7657 1.0083 3.2640  O44 0.969
51 O 3.8332 6.3883 -6.9374  C52 1.430, H55 0.965
52 C 2.5152 6.6712 -7.4135  O51 1.430, C53 1.517, H56 1.091, H57 1.094
53 C 1.5550 6.7211 -6.2398  C52 1.517, O54 1.422, H58 1.091, H59 1.097
54 O 1.9796 7.7062 -5.3062  C53 1.422, H60 0.969
55 H 3.8408 5.4733 -6.6299  O51 0.965
56 H 2.5578 7.6390 -7.9147  C52 1.091
57 H 2.2213 5.9055 -8.1377  C52 1.094
58 H 0.5436 6.9672 -6.5675  C53 1.091
59 H 1.5367 5.7564 -5.7171  C53 1.097
60 H 2.9465 7.6530 -5.2842  O54 0.969
61 O -1.9000 -6.7577 4.8564  C62 1.431, H65 0.966
62 C -0.6268 -6.4335 5.4247  O61 1.431, C63 1.517, H66 1.090, H67 1.094
63 C -0.8319 -5.6382 6.7004  C62 1.517, O64 1.422, H68 1.091, H69 1.097
64 O -1.6202 -6.3843 7.6195  C63 1.422, H70 0.968
65 H -2.2862 -5.9371 4.5252  O61 0.966
66 H -0.1230 -7.3768 5.6381  C62 1.090
67 H -0.0392 -5.8712 4.6932  C62 1.094
68 H 0.1218 -5.4025 7.1744  C63 1.091
69 H -1.3667 -4.7041 6.4877  C63 1.097
70 H -2.2891 -6.8398 7.0883  O64 0.968
71 O -2.6008 -9.4799 3.5013  C72 1.427, H75 0.967
72 C -3.8666 -10.0956 3.7374  O71 1.427, C73 1.518, H76 1.091, H77 1.095
73 C -4.8626 -9.6162 2.6974  C72 1.518, O74 1.421, H78 1.091, H79 1.097
74 O -4.3868 -9.9199 1.3928  C73 1.421, H80 0.969
75 H -2.6882 -8.5418 3.7208  O71 0.967
76 H -3.7182 -11.1733 3.6563  C72 1.091
77 H -4.2009 -9.8553 4.7517  C72 1.095
78 H -5.8344 -10.0943 2.8318  C73 1.091
79 H -4.9877 -8.5279 2.7594  C73 1.097
80 H -3.4303 -9.7693 1.4183  O74 0.969
81 O 1.5115 -4.2351 0.6928  C82 1.428, H85 0.966
82 C 2.3366 -4.3498 -0.4676  O81 1.428, C83 1.518, H86 1.091, H87 1.094
83 C 2.1976 -3.0921 -1.3052  C82 1.518, O84 1.424, H88 1.091, H89 1.097
84 O 2.5589 -1.9534 -0.5296  C83 1.424, H90 0.969
85 H 0.5914 -4.2863 0.4016  O81 0.966
86 H 3.3640 -4.4666 -0.1202  C82 1.091
87 H 2.0462 -5.2414 -1.0310  C82 1.094
88 H 2.8403 -3.1304 -2.1859  C83 1.091
89 H 1.1577 -2.9580 -1.6271  C83 1.097
90 H 2.2174 -2.1219 0.3613  O84 0.969
91 O -4.4430 3.5771 -4.2176  C92 1.433, H95 0.965
92 C -3.6078 3.4546 -5.3751  O91 1.433, C93 1.518, H96 1.091, H97 1.094
93 C -3.7149 4.7198 -6.2067  C92 1.518, O94 1.423, H98 1.091, H99 1.097
94 O -3.3403 5.8486 -5.4260  C93 1.423, H100 0.968
95 H -5.3604 3.5477 -4.5164  O91 0.965
96 H -2.5862 3.3142 -5.0191  C92 1.091
97 H -3.9122 2.5727 -5.9462  C92 1.094
98 H -3.0653 4.6717 -7.0816  C93 1.091
99 H -4.7493 4.8765 -6.5370  C93 1.097
100 H -3.6940 5.6858 -4.5395  O94 0.968

Output
max |F| = 0.0672 hartree/bohr
LUMO = -0.002 Eh
SMILES = C/C(Br)=C(/Br)c1ccc2c(c1)Sc1ccccc1N2.OCCO.OCCO.OCCO.OCCO.OCCO.OCCO.OCCO
total charge = 0
orbital gap = 7.381 eV

=====

# 2
A 10-piece molecular cluster, C29H53FN2O41S10 overall at a distorted geometry. Source: the OMol25 dataset; level of theory: the ωB97M-V functional and the def2-TZVPD basis.

Each atom is followed by the atoms it is bonded to, with distances in Å.
Geometry (Å):
1 C 2.9150 -2.5567 -0.1903  C2 1.517, H21 1.094, H22 1.091, H23 1.091
2 C 1.5457 -2.3924 -0.8233  C1 1.517, O3 1.421, H24 1.102, H25 1.100
3 O 0.8257 -3.6156 -0.8859  C2 1.421, C4 1.403
4 C -0.3110 -3.5262 -1.7038  O3 1.403, C5 1.519, H26 1.095, H27 1.103
5 C -1.4122 -2.6681 -1.1060  C4 1.519, N6 1.482, C17 1.555, H28 1.094
6 N -1.7767 -3.0452 0.2802  C5 1.482, C7 1.432, H29 1.012
7 C -3.1137 -2.5670 0.4638  N6 1.432, O8 1.194, C9 1.581
8 O -3.5494 -1.9538 1.3907  C7 1.194
9 C -3.8396 -2.9922 -0.8746  C7 1.581, S10 1.817, C11 1.529, C17 1.539
10 S -5.5465 -2.4152 -1.1107  C9 1.817, H30 1.350
11 C -3.9707 -4.4977 -0.6445  C9 1.529, O12 1.200, N13 1.474
12 O -3.3460 -5.3294 -1.2423  C11 1.200
13 N -4.9272 -4.8524 0.4199  C11 1.474, C14 1.407, H31 1.014
14 C -4.2794 -5.3481 1.5666  N13 1.407, O15 1.195, F16 1.358
15 O -4.7369 -5.2527 2.6661  C14 1.195
16 F -3.0812 -5.9687 1.4157  C14 1.358
17 C -2.7588 -2.5402 -1.8724  C5 1.555, C9 1.539, O18 1.392, H32 1.104
18 O -2.9647 -1.4409 -2.7005  C17 1.392, C19 1.426
19 C -3.1617 -0.2183 -1.9932  O18 1.426, C20 1.550, H33 1.092, H34 1.093
20 C -1.8562 0.5902 -1.7842  C19 1.550, H35 1.085, H36 1.099, H37 1.089
21 H 3.3086 -1.5476 -0.0333  C1 1.094
22 H 3.6233 -3.0907 -0.8247  C1 1.091
23 H 2.7956 -3.0207 0.7901  C1 1.091
24 H 0.9799 -1.7063 -0.1728  C2 1.102
25 H 1.5884 -1.8937 -1.8026  C2 1.100
26 H -0.6582 -4.5301 -1.9675  C4 1.095
27 H -0.0240 -3.0447 -2.6538  C4 1.103
28 H -0.9927 -1.6702 -0.9500  C5 1.094
29 H -1.6283 -4.0156 0.5273  N6 1.012
30 H -5.9687 -2.2828 0.1649  S10 1.350
31 H -5.6237 -5.4971 0.0614  N13 1.014
32 H -2.7167 -3.3671 -2.6029  C17 1.104
33 H -3.6711 -0.3225 -1.0325  C19 1.092
34 H -3.8275 0.3899 -2.6110  C19 1.093
35 H -0.9878 0.0329 -2.1195  C20 1.085
36 H -1.7226 0.7223 -0.7014  C20 1.099
37 H -1.8924 1.5988 -2.1927  C20 1.089
38 O 1.3573 1.7801 -0.9660  S39 1.420
39 S 1.2230 1.9413 -2.3702  O38 1.420, O40 1.420, O41 1.601, O44 1.605
40 O 0.8852 0.8612 -3.2274  S39 1.420
41 O 2.5538 2.6386 -2.9239  S39 1.601, C42 1.437
42 C 2.2258 3.8680 -3.5919  O41 1.437, C43 1.511, H45 1.090, H46 1.085
43 C 0.9683 4.3502 -2.9077  C42 1.511, O44 1.439, H47 1.087, H48 1.090
44 O 0.2106 3.1542 -2.6503  S39 1.605, C43 1.439
45 H 2.0485 3.6499 -4.6454  C42 1.090
46 H 3.0424 4.5763 -3.5050  C42 1.085
47 H 0.3978 5.0415 -3.5222  C43 1.087
48 H 1.1946 4.8166 -1.9493  C43 1.090
49 O 2.4818 4.9904 -0.0379  S50 1.420
50 S 3.8117 5.0186 0.4580  O49 1.420, O51 1.419, O52 1.600, O55 1.602
51 O 4.7479 6.0026 0.0480  S50 1.419
52 O 4.4496 3.5674 0.2401  S50 1.600, C53 1.434
53 C 4.8784 3.0229 1.4953  O52 1.434, C54 1.514, H56 1.093, H57 1.084
54 C 3.9512 3.6431 2.5184  C53 1.514, O55 1.439, H58 1.086, H59 1.092
55 O 3.7622 4.9932 2.0591  S50 1.602, C54 1.439
56 H 5.9156 3.3236 1.6639  C53 1.093
57 H 4.8138 1.9409 1.4806  C53 1.084
58 H 4.3668 3.6372 3.5220  C54 1.086
59 H 2.9784 3.1477 2.5263  C54 1.092
60 O 4.1056 0.3431 3.0013  S61 1.419
61 S 4.1437 0.7432 4.3624  O60 1.419, O62 1.419, O63 1.605, O66 1.600
62 O 3.1193 1.5176 4.9658  S61 1.419
63 O 5.5528 1.4626 4.6328  S61 1.605, C64 1.438
64 C 6.2599 0.7738 5.6791  O63 1.438, C65 1.513, H67 1.092, H68 1.087
65 C 5.7850 -0.6591 5.5844  C64 1.513, O66 1.434, H69 1.086, H70 1.092
66 O 4.3911 -0.5539 5.2650  S61 1.600, C65 1.434
67 H 5.9797 1.2228 6.6338  C64 1.092
68 H 7.3331 0.8666 5.5356  C64 1.087
69 H 5.9235 -1.2066 6.5122  C65 1.086
70 H 6.2807 -1.1920 4.7699  C65 1.092
71 O 5.0155 3.8761 -7.6001  S72 1.416
72 S 5.0564 4.2873 -6.2453  O71 1.416, O73 1.421, O74 1.604, O77 1.603
73 O 4.0280 5.0791 -5.6673  S72 1.421
74 O 6.4708 4.9918 -5.9700  S72 1.604, C75 1.437
75 C 7.1563 4.3115 -4.9065  O74 1.437, C76 1.514, H78 1.093, H79 1.079
76 C 6.6634 2.8817 -4.9764  C75 1.514, O77 1.437, H80 1.086, H81 1.088
77 O 5.2714 3.0020 -5.3125  S72 1.603, C76 1.437
78 H 6.8698 4.7793 -3.9609  C75 1.093
79 H 8.2249 4.3902 -5.0357  C75 1.079
80 H 6.7867 2.3511 -4.0364  C76 1.086
81 H 7.1562 2.3256 -5.7715  C76 1.088
82 O 8.4970 2.6158 -8.0238  S83 1.416
83 S 9.5004 3.1716 -7.1945  O82 1.416, O84 1.420, O85 1.603, O88 1.603
84 O 9.5883 2.8797 -5.8074  S83 1.420
85 O 9.4964 4.7618 -7.3967  S83 1.603, C86 1.434
86 C 10.7895 5.2028 -7.8312  O85 1.434, C87 1.514, H89 1.092, H90 1.087
87 C 11.3643 4.0243 -8.5889  C86 1.514, O88 1.434, H91 1.086, H92 1.092
88 O 10.9349 2.8756 -7.8456  S83 1.603, C87 1.434
89 H 11.3864 5.4370 -6.9473  C86 1.092
90 H 10.6973 6.0909 -8.4505  C86 1.087
91 H 12.4485 4.0554 -8.6498  C87 1.086
92 H 10.9455 3.9547 -9.5950  C87 1.092
93 O -8.6530 -2.3378 -0.8471  S94 1.422
94 S -9.5929 -1.3055 -0.5770  O93 1.422, O95 1.412, O96 1.609, O99 1.608
95 O -10.7549 -1.1123 -1.3556  S94 1.412
96 O -8.7907 0.0854 -0.4749  S94 1.609, C97 1.430
97 C -9.0108 0.6870 0.8035  O96 1.430, C98 1.514, H100 1.093, H101 1.087
98 C -9.2587 -0.4767 1.7402  C97 1.514, O99 1.431, H102 1.087, H103 1.093
99 O -10.0280 -1.4031 0.9678  S94 1.608, C98 1.431
100 H -9.8876 1.3349 0.7304  C97 1.093
101 H -8.1472 1.2787 1.0970  C97 1.087
102 H -9.8013 -0.1851 2.6355  C98 1.087
103 H -8.3228 -0.9642 2.0252  C98 1.093
104 O -12.7681 -1.0789 -0.2978  S105 1.414
105 S -13.2455 0.2314 -0.5313  O104 1.414, O106 1.418, O107 1.614, O110 1.608
106 O -12.4378 1.2469 -1.1029  S105 1.418
107 O -13.8769 0.7911 0.8447  S105 1.614, C108 1.430
108 C -15.2456 1.1537 0.6423  O107 1.430, C109 1.515, H111 1.092, H112 1.087
109 C -15.7283 0.2442 -0.4686  C108 1.515, O110 1.431, H113 1.087, H114 1.092
110 O -14.6181 0.1489 -1.3657  S105 1.608, C109 1.431
111 H -15.2815 2.2027 0.3400  C108 1.092
112 H -15.8108 1.0227 1.5617  C108 1.087
113 H -16.5996 0.6406 -0.9829  C109 1.087
114 H -15.9514 -0.7578 -0.0947  C109 1.092
115 O 3.0683 -7.9386 2.3413  S116 1.418
116 S 2.2657 -6.9883 3.0218  O115 1.418, O117 1.418, O118 1.608, O121 1.604
117 O 2.8294 -5.9341 3.7841  S116 1.418
118 O 1.2092 -7.7863 3.9338  S116 1.608, C119 1.432
119 C -0.1266 -7.4135 3.5751  O118 1.432, C120 1.513, H122 1.092, H123 1.087
120 C -0.0426 -7.0360 2.1126  C119 1.513, O121 1.433, H124 1.084, H125 1.092
121 O 1.2142 -6.3588 1.9867  S116 1.604, C120 1.433
122 H -0.4211 -6.5602 4.1897  C119 1.092
123 H -0.8113 -8.2388 3.7521  C119 1.087
124 H -0.8567 -6.3903 1.8032  C120 1.084
125 H -0.0174 -7.9217 1.4736  C120 1.092
126 O 3.9686 0.7780 8.7465  S127 1.422
127 S 2.7042 0.7730 9.3969  O126 1.422, O128 1.416, O129 1.604, O132 1.610
128 O 2.5266 1.2666 10.7122  S127 1.416
129 O 2.1046 -0.7125 9.3090  S127 1.604, C130 1.432
130 C 0.8329 -0.6913 8.6508  O129 1.432, C131 1.513, H133 1.092, H134 1.087
131 C 0.9029 0.4923 7.7115  C130 1.513, O132 1.434, H135 1.086, H136 1.092
132 O 1.6278 1.4922 8.4399  S127 1.610, C131 1.434
133 H 0.0579 -0.5535 9.4078  C130 1.092
134 H 0.6617 -1.6277 8.1264  C130 1.087
135 H -0.0815 0.8567 7.4314  C131 1.086
136 H 1.4709 0.2524 6.8099  C131 1.092

Output
max |F| = 0.0697 hartree/bohr
LUMO = 0.001 Eh
SMILES = CCOC[C@@H]1NC(=O)[C@](S)(C(=O)NC(=O)F)[C@H]1OCC.O=S1(=O)OCCO1.O=S1(=O)OCCO1.O=S1(=O)OCCO1.O=S1(=O)OCCO1.O=S1(=O)OCCO1.O=S1(=O)OCCO1.O=S1(=O)OCCO1.O=S1(=O)OCCO1.O=S1(=O)OCCO1
total charge = 0
orbital gap = 9.210 eV